Arrangement P

Here is an isolated molecule of C2H5OPS3 from the OMol25 dataset. Energies are from ωB97M-V/def2-TZVPD.

Last column: Löwdin charge in e.
Positions of all 12 atoms, in Å:
C  0.7962  0.0484  0.7966  -0.431
C  1.5585  0.8138  -0.2619  -0.604
O  -0.4935  0.4629  0.9613  -0.379
P  -1.4474  0.0306  -0.2491  0.084
S  -3.2334  0.8882  0.0105  0.177
S  0.9023  0.3914  -1.8643  0.596
S  -1.7339  -2.0646  -0.0865  0.489
H  0.9719  -1.0166  0.6153  0.110
H  1.2438  0.1625  1.6822  0.086
H  1.4148  1.9143  -0.1291  0.091
H  2.5401  0.5022  -0.4412  0.038
H  -2.5193  -2.1331  -1.0337  -0.258

Results
Kohn-Sham gap (alpha / beta) in eV: 6.69 / 6.69
Highest occupied orbital energy (alpha / beta) in eV: -8.93 / -8.93
E_LUMO (alpha / beta) in eV: -2.240 / -2.240



Arrangement Q

Here is a structure of composition C2H5OPS3 from the OMol25 dataset. Energies are from ωB97M-V/def2-TZVPD.

Last column: Löwdin charge in e.
Positions of all 12 atoms, in Å:
C  0.0319  -2.0553  -0.2940  -0.605
C  0.2074  1.4936  0.9840  -1.218
O  -1.8419  -0.3856  0.9214  -0.468
P  -0.5804  -0.1466  0.2105  0.640
S  -1.0197  -1.8863  -1.7542  0.620
S  1.7626  1.8669  0.3168  0.600
S  -1.0460  2.7200  0.9500  0.675
H  1.0006  -2.2893  -0.6119  -0.011
H  -0.3773  -2.7270  0.4727  0.037
H  -0.0954  -1.2412  -2.6288  -0.074
H  2.3871  0.9726  1.2369  -0.072
H  -0.4289  3.6782  0.1966  -0.125

Results
Kohn-Sham gap in eV: 6.92
Highest occupied orbital energy in eV: -8.00
E_LUMO in eV: -1.084



Arrangement R

Here is a cluster of 2 separate species, C2H5OPS3 in total from the OMol25 dataset. Energies are from ωB97M-V/def2-TZVPD.

Last column: Löwdin charge in e.
Positions of all 12 atoms, in Å:
C  -0.6529  -0.6975  -2.6895  -0.135
C  -0.4938  -0.3026  -1.4325  -1.069
O  -0.4806  1.7545  2.6597  -0.633
P  -0.3501  0.9308  3.8541  0.471
S  1.5103  0.1517  3.5107  0.370
S  0.4930  -1.3105  -0.2558  0.669
S  -0.9934  1.2291  -0.6924  0.722
H  -0.3722  -1.7051  -3.1095  0.074
H  -1.0612  -0.2076  -3.5502  0.044
H  1.5929  0.8374  2.3775  -0.185
H  1.3477  -1.6305  -1.2283  -0.137
H  -0.5397  0.9506  0.5562  -0.191

Results
SMILES: C=C(S)S.O=PS
Kohn-Sham gap in eV: 7.84
Highest occupied orbital energy in eV: -8.66
E_LUMO in eV: -0.821



Short version: arrangement Q is the least stable of them.



Arrangement P

Here is a cluster of 2 separate species, C2H6O2S2 in total from the OMol25 dataset. Energies are from ωB97M-V/def2-TZVPD.

Last column: Löwdin charge in e.
Positions of all 12 atoms, in Å:
C  -3.2031  -0.0243  1.1427  -0.493
S  -2.6847  1.6161  0.6343  0.331
S  -0.8096  1.9343  1.2581  0.269
H  -2.7353  -0.3687  2.0711  0.034
H  -2.8678  -0.8253  0.4401  0.043
H  -4.2731  0.0260  1.1198  0.012
H  -0.8352  1.9428  2.6007  -0.197
O  2.2946  -0.3223  -1.8134  0.053
C  3.3541  -0.7125  -2.2283  -0.403
O  4.1752  -1.4421  -1.4702  0.065
H  3.9343  -0.1784  -3.0768  0.165
H  3.6505  -1.6455  -0.6782  0.121

Results
SMILES: O=CO.CSS
Kohn-Sham gap in eV: 9.22
Highest occupied orbital energy in eV: -8.58
E_LUMO in eV: 0.636



Arrangement Q

Here is a cluster of 2 separate species, C2H6O2S2 in total from the OMol25 dataset. Energies are from ωB97M-V/def2-TZVPD.

Last column: Löwdin charge in e.
Positions of all 12 atoms, in Å:
C  1.4499  -0.5734  0.5275  -0.072
C  -0.9189  0.4708  -1.1238  -0.195
O  -1.0357  0.1593  1.6200  -0.473
O  0.3394  1.9827  0.7016  -0.376
S  -1.5172  -2.0455  0.5149  0.337
S  -0.1585  0.5791  0.5817  0.594
H  1.2556  -1.3074  1.2921  0.035
H  1.2954  -1.0185  -0.3826  -0.002
H  2.2060  0.0667  0.7297  0.015
H  -0.1315  0.2434  -1.8054  0.046
H  -1.9228  -0.0420  -1.2130  0.052
H  -0.8618  1.4848  -1.4428  0.038

Results
Kohn-Sham gap (alpha / beta) in eV: 7.51 / 7.52
Highest occupied orbital energy (alpha / beta) in eV: -9.82 / -9.81
E_LUMO (alpha / beta) in eV: -2.312 / -2.291



Short version: arrangement Q is the least stable of them.



Arrangement P

Here is an isolated molecule of C4H4ClN from the OMol25 dataset. Energies are from ωB97M-V/def2-TZVPD.

Last column: Löwdin charge in e.
Positions of all 10 atoms, in Å:
C  -1.1193  -1.5634  -0.1710  -0.147
C  0.9875  0.8267  0.9888  0.006
C  0.0583  0.7378  0.0468  -0.818
C  0.0043  -0.2990  -0.9896  -0.081
N  -1.7737  -2.3347  0.3467  0.063
Cl  -1.2948  1.8319  0.0412  0.670
H  0.9570  1.5752  1.7579  0.065
H  1.8096  0.1351  1.0063  0.073
H  -0.5474  -0.0538  -1.8839  0.078
H  0.9186  -0.8556  -1.1432  0.091

Results
SMILES: C=C(Cl)CC#N
Kohn-Sham gap in eV: 10.35
Highest occupied orbital energy in eV: -10.23
E_LUMO in eV: 0.116



Arrangement Q

Here is an isolated molecule of C4H4ClN from the OMol25 dataset. Energies are from ωB97M-V/def2-TZVPD.

Last column: Löwdin charge in e.
Positions of all 10 atoms, in Å:
C  0.9401  -0.8682  -0.2429  -0.087
C  -0.2104  0.2233  -0.0620  -0.420
C  -1.5408  0.2611  -0.2473  -0.596
C  0.4262  1.2197  0.6911  -0.268
H  2.0338  -0.2183  -0.3237  0.129
H  0.8802  -1.1627  0.9558  0.132
H  0.8586  -1.6895  -1.2785  0.153
H  -2.0009  1.1118  0.1987  0.080
N  0.9688  2.0243  1.3970  0.159
Cl  -2.3555  -0.9014  -1.0882  0.717

Results
SMILES: C/C(C#N)=C\Cl
Kohn-Sham gap in eV: 9.98
Highest occupied orbital energy in eV: -9.72
E_LUMO in eV: 0.262



Arrangement R

Here is a structure of composition C4H4ClN from the OMol25 dataset. Energies are from ωB97M-V/def2-TZVPD.

Last column: Löwdin charge in e.
Positions of all 10 atoms, in Å:
C  -1.3831  1.1637  1.0759  -0.159
C  0.3504  0.0975  -1.0545  -0.110
C  1.0012  -0.4278  0.2408  -0.160
C  -0.4352  -0.3463  0.0909  -0.836
N  -1.9459  2.1452  1.2732  0.020
Cl  -1.5800  -1.5643  0.1771  0.742
H  0.6179  1.1932  -1.2757  0.155
H  0.4189  -0.7026  -1.7669  0.099
H  1.2646  -1.5786  0.3152  0.147
H  1.6913  0.0200  0.9240  0.101

Results
Kohn-Sham gap in eV: 10.75
Highest occupied orbital energy in eV: -11.02
E_LUMO in eV: -0.272



Short version: arrangement R is the least stable of them.



Arrangement P

Here is an isolated molecule of C4H4ClN from the OMol25 dataset. Energies are from ωB97M-V/def2-TZVPD.

Last column: Löwdin charge in e.
Positions of all 10 atoms, in Å:
C  0.1645  -1.2996  0.0923  -0.269
C  1.0948  -0.4651  -0.5592  -0.320
C  -0.5319  -2.2986  0.5224  0.024
C  2.5782  -0.2996  -1.0718  -0.457
N  -0.0177  0.1129  -0.3050  0.224
Cl  3.3467  -0.0982  0.5403  0.547
H  -1.4213  -2.2643  0.9735  0.010
H  -0.0800  -3.2702  0.5815  0.052
H  2.7666  0.6991  -1.5989  0.094
H  3.0685  -1.2690  -1.4373  0.095

Results
SMILES: C=C1N=C1CCl
Kohn-Sham gap in eV: 9.75
Highest occupied orbital energy in eV: -9.18
E_LUMO in eV: 0.569



Arrangement Q

Here is a structure of composition C4H4ClN from the OMol25 dataset. Energies are from ωB97M-V/def2-TZVPD.

Last column: Löwdin charge in e.
Positions of all 10 atoms, in Å:
C  1.5027  -0.3315  0.0759  -0.155
C  0.0653  -0.6588  -0.1766  -0.256
C  -0.7324  0.3263  -0.1957  -0.565
C  -2.2059  0.1979  -0.2674  -0.187
H  1.9731  -0.9147  0.9865  0.090
H  1.3956  0.9405  0.6548  0.092
H  2.0382  -0.2145  -1.0762  0.149
H  -0.4279  -1.6975  -0.1390  0.160
N  -3.3855  0.1720  0.1880  0.130
Cl  -0.2232  2.1802  -0.0503  0.541

Results
Kohn-Sham gap in eV: 10.32
Highest occupied orbital energy in eV: -10.38
E_LUMO in eV: -0.063



Short version: arrangement Q is the least stable of them.